Entry 1:
Formula: CHClF2OS2
Source: the Open Molecules 2025 dataset
Level of theory: wB97M-V/def2-TZVPD

- Energy above the lowest of the compared OMol25 structures with the same formula, charge and spin: 29.4 kcal per mole
- Kohn-Sham gap: 0.2889 hartree
- HOMO energy: -9.7 eV

```
! wB97M-V def2-TZVPD RIJCOSX def2/J DEFGRID3
* xyz 0 1
C -1.12 -0.21 -0.32
O 0.09 -0.10 2.04
F -0.94 -0.65 -1.58
F -2.27 -0.74 0.13
S 1.70 0.35 -0.64
S 0.29 -0.83 0.81
Cl 3.46 1.29 -0.14
H -1.20 0.89 -0.30
*
```

These are the Mulliken partial charges, in e, on atoms 1 to 4: atom 1 (C): 0.218, atom 2 (O): -0.437, atom 3 (F): -0.207, atom 4 (F): -0.206

Entry 2:
Formula: C4H3O2Pt
Source: the Open Molecules 2025 dataset
Level of theory: wB97M-V/def2-TZVPD

- Kohn-Sham gap (alpha / beta): 0.1791 / 0.1802 hartree
- HOMO energy (alpha / beta): -1.9 / -1.9 eV

```
! wB97M-V def2-TZVPD RIJCOSX def2/J DEFGRID3
* xyz -1 3
O -1.12 0.65 1.22
C -0.97 0.75 -0.08
C 0.10 1.65 -0.57
C 1.12 0.53 -0.86
C 1.41 -0.69 -0.36
H 0.48 2.36 0.19
H -0.18 2.17 -1.50
H 2.42 -1.08 -0.57
Pt -1.07 -1.10 0.33
O 0.60 -1.71 0.09
*
```

These are the Mulliken partial charges, in e, on atoms 1 to 4: atom 1 (O): -0.509, atom 2 (C): -0.231, atom 3 (C): 0.040, atom 4 (C): -0.957

Entry 3:
Formula: C2H5NO2S
Source: the Open Molecules 2025 dataset
Level of theory: wB97M-V/def2-TZVPD

- Energy above the lowest of the compared OMol25 structures with the same formula, charge and spin: 131.0 kcal per mole
- SMILES: CN=[S@@]1(=O)CO1
- Kohn-Sham gap: 0.3601 hartree
- HOMO energy: -9.8 eV

```
! wB97M-V def2-TZVPD RIJCOSX def2/J DEFGRID3
* xyz 0 1
C -0.23 0.14 -2.40
C 0.51 -0.38 1.47
N 0.76 -0.66 0.11
O 0.84 -0.97 -2.36
O -1.22 -1.92 -1.44
S -0.25 -0.94 -1.07
H -0.06 1.22 -2.51
H -0.76 0.05 -3.29
H 1.27 0.44 1.75
H 0.71 -1.32 2.07
H -0.61 0.05 1.68
*
```

These are the Mulliken partial charges, in e, on atoms 1 to 4: atom 1 (C): -0.247, atom 2 (C): -0.549, atom 3 (N): -0.298, atom 4 (O): -0.347

Entry 4:
Formula: C4H10O
Source: the Open Molecules 2025 dataset
Level of theory: wB97M-V/def2-TZVPD

- Energy above the lowest of the compared OMol25 structures with the same formula, charge and spin: 41.8 kcal per mole
- SMILES: C=CO.CC
- Kohn-Sham gap: 0.3743 hartree
- HOMO energy: -9.3 eV

```
! wB97M-V def2-TZVPD RIJCOSX def2/J DEFGRID3
* xyz 0 1
C -2.60 -0.58 0.53
C -1.36 -1.47 0.29
H -2.93 -0.14 -0.41
H -2.22 0.17 1.22
H -3.42 -1.12 1.00
H -1.20 -1.65 -0.78
H -0.37 -1.26 0.69
H -1.48 -2.53 0.54
C 1.54 1.96 -0.58
C 2.60 1.17 -0.42
O 2.71 -0.12 -0.89
H 1.41 2.84 0.04
H 0.66 1.72 -1.14
H 3.49 1.54 0.08
H 3.16 -0.53 -0.17
*
```

These are the Mulliken partial charges, in e, on atoms 1 to 4: atom 1 (C): -0.758, atom 2 (C): -0.863, atom 3 (H): 0.258, atom 4 (H): 0.224

Entry 5:
Formula: C3H7N3O2
Source: the Open Molecules 2025 dataset
Level of theory: wB97M-V/def2-TZVPD

- Energy above the lowest of the compared OMol25 structures with the same formula, charge and spin: 196.2 kcal per mole
- SMILES: C=C(NO)/C(N)=N/O
- Kohn-Sham gap: 0.2981 hartree
- HOMO energy: -7.4 eV

```
! wB97M-V def2-TZVPD RIJCOSX def2/J DEFGRID3
* xyz 0 1
N -0.27 1.68 -0.06
C -0.05 -0.74 0.19
C 0.92 0.31 0.15
N 0.08 -1.87 -0.59
C 2.23 0.40 0.27
O -0.65 2.77 -0.83
O -2.21 -1.34 0.39
N -1.23 -0.39 0.72
H -1.02 2.37 -1.64
H -3.00 -0.98 0.82
H -0.66 1.68 0.88
H 0.99 -2.31 -0.54
H -0.71 -2.50 -0.49
H 2.74 1.35 0.15
H 2.84 -0.45 0.57
*
```

These are the Mulliken partial charges, in e, on atoms 1 to 4: atom 1 (N): -0.338, atom 2 (C): 0.451, atom 3 (C): 0.402, atom 4 (N): -0.465

Entry 6:
Formula: C11H23N3O5
Source: the Open Molecules 2025 dataset
Level of theory: wB97M-V/def2-TZVPD

- Energy above the lowest of the compared OMol25 structures with the same formula, charge and spin: 0.0 kcal per mole
- SMILES: NC(=O)CC[C@H](N)C(=O)O.CC(C)C[C@H](N)C(=O)O
- Kohn-Sham gap: 0.3647 hartree
- HOMO energy: -9.8 eV

```
! wB97M-V def2-TZVPD RIJCOSX def2/J DEFGRID3
* xyz 0 1
C 4.73 0.29 0.67
C 5.71 0.06 -0.50
C 3.83 -0.93 0.90
C 2.98 -1.31 -0.31
C 1.94 -2.35 0.07
C -4.00 -0.48 0.24
C -5.16 -1.29 -0.37
C -3.64 0.70 -0.66
C -2.59 1.65 -0.08
C -2.24 2.73 -1.11
C -3.04 2.29 1.23
H 3.23 1.47 -0.10
H 3.75 1.96 1.36
H 5.37 0.40 1.55
H 4.47 -1.78 1.17
H 3.16 -0.74 1.74
H 3.63 -1.67 -1.13
H 2.42 -0.45 -0.70
H 1.05 -4.05 -0.64
H 2.30 -3.44 -1.67
H 5.52 1.89 -0.72
H -2.24 -1.45 -0.22
H -2.37 -1.07 1.36
H -4.40 -0.11 1.19
H -4.57 1.25 -0.87
H -3.29 0.31 -1.62
H -1.67 1.08 0.11
H -1.46 3.40 -0.74
H -1.89 2.29 -2.05
H -3.13 3.34 -1.34
H -3.19 1.56 2.03
H -2.29 3.01 1.59
H -3.98 2.84 1.09
H -4.21 -2.74 0.31
N 4.06 1.58 0.47
N 1.70 -3.31 -0.87
N -2.89 -1.39 0.56
O 6.13 -1.03 -0.80
O 1.33 -2.30 1.12
O 6.06 1.18 -1.14
O -6.08 -0.78 -0.96
O -5.07 -2.61 -0.16
*
```

These are the Mulliken partial charges, in e, on atoms 1 to 4: atom 1 (C): 0.427, atom 2 (C): 0.283, atom 3 (C): -0.701, atom 4 (C): -0.367

Entry 7:
Formula: C10H34BNaO10
Source: the Open Molecules 2025 dataset
Level of theory: wB97M-V/def2-TZVPD

- Energy above the lowest of the compared OMol25 structures with the same formula, charge and spin: 12.8 kcal per mole
- Kohn-Sham gap: 0.3011 hartree
- HOMO energy: -9.5 eV

```
! wB97M-V def2-TZVPD RIJCOSX def2/J DEFGRID3
* xyz 0 1
Na -2.65 -0.04 1.30
B -0.52 -0.03 -0.05
H -0.36 0.50 1.00
H -1.26 0.56 -0.82
H 0.58 -0.14 -0.54
H -0.94 -1.13 0.12
C -0.16 -2.70 4.35
C -0.84 -2.35 3.06
O -1.71 -1.23 3.22
O -1.17 -2.96 5.33
H 0.47 -1.87 4.68
H 0.46 -3.59 4.22
H -1.35 -3.24 2.67
H -0.08 -2.10 2.31
H -2.34 -1.48 3.91
H -1.14 -3.88 5.60
C -2.83 0.90 -2.97
C -4.13 1.06 -3.71
O -4.13 2.23 -4.53
O -1.80 0.67 -3.97
H -2.97 0.10 -2.23
H -2.51 1.80 -2.43
H -4.95 1.21 -3.01
H -4.27 0.15 -4.31
H -3.29 2.23 -5.02
H -1.14 0.05 -3.61
C 0.66 3.40 -1.11
C 2.09 2.93 -1.16
O 2.25 1.56 -1.43
O 0.00 2.96 0.06
H 0.12 3.11 -2.02
H 0.72 4.49 -1.06
H 2.58 3.26 -0.24
H 2.54 3.45 -2.01
H 1.64 1.05 -0.87
H -0.19 2.01 -0.01
C 3.71 1.78 2.80
C 2.45 1.14 2.28
O 1.74 0.53 3.39
O 3.41 2.84 3.70
H 4.26 2.17 1.95
H 4.34 1.00 3.27
H 2.66 0.41 1.49
H 1.84 1.94 1.82
H 1.05 0.01 2.96
H 2.96 2.44 4.46
C 0.80 -2.33 -2.91
C 0.40 -3.62 -2.25
O 0.32 -3.54 -0.84
O -0.24 -1.33 -2.76
H 0.93 -2.50 -3.98
H 1.72 -1.90 -2.48
H 1.08 -4.43 -2.51
H -0.57 -3.92 -2.68
H -0.06 -2.69 -0.58
H -0.20 -0.96 -1.86
*
```

These are the Mulliken partial charges, in e, on atoms 1 to 4: atom 1 (Na): 0.991, atom 2 (B): 0.932, atom 3 (H): -0.259, atom 4 (H): -0.409

Entry 8:
Formula: C28H22BrCsN10O
Source: the Open Molecules 2025 dataset
Level of theory: wB97M-V/def2-TZVPD

- Energy above the lowest of the compared OMol25 structures with the same formula, charge and spin: 13.3 kcal per mole
- Kohn-Sham gap: 0.2235 hartree
- HOMO energy: -6.1 eV

```
! wB97M-V def2-TZVPD RIJCOSX def2/J DEFGRID3
* xyz 0 1
Cs 0.55 0.03 -0.75
C -3.76 1.50 3.21
C -3.47 2.10 2.00
C -2.19 2.05 1.48
C -1.17 1.41 2.17
C -1.48 0.77 3.38
C -2.76 0.82 3.89
N 0.10 1.35 1.65
C 1.07 2.08 2.12
C 0.86 3.10 3.12
C 1.83 3.99 3.44
C 3.11 3.93 2.84
C 3.39 2.91 1.98
C 2.42 1.94 1.62
N 2.69 0.88 0.85
N 3.91 0.71 0.47
C 4.22 -0.19 -0.48
C 5.58 -0.55 -0.59
C 5.99 -1.31 -1.65
C 5.05 -1.72 -2.59
C 3.73 -1.34 -2.39
N 3.30 -0.61 -1.38
H -4.75 1.57 3.64
H -4.25 2.64 1.47
H -1.96 2.55 0.54
H -0.69 0.26 3.91
H -2.97 0.34 4.84
H -0.11 3.14 3.59
H 1.65 4.75 4.19
H 3.85 4.67 3.08
H 4.38 2.78 1.55
H 6.26 -0.19 0.17
H 7.03 -1.56 -1.77
H 5.33 -2.29 -3.46
H 2.96 -1.65 -3.10
O -3.96 -3.69 3.41
C -3.05 -3.15 2.58
C -1.68 -3.40 2.67
C -0.83 -2.81 1.75
N -1.25 -2.01 0.78
C -2.54 -1.76 0.72
Br -3.08 -0.63 -0.68
C -3.49 -2.29 1.57
H -3.54 -4.27 4.06
H -1.28 -4.05 3.43
H 0.23 -2.99 1.79
H -4.54 -2.06 1.47
N -1.63 2.53 -4.59
C -0.86 2.51 -3.48
N -0.62 1.27 -3.14
C -1.26 0.54 -4.09
N -1.88 1.29 -4.98
C -1.27 -0.91 -4.14
C -1.95 -1.57 -5.18
N -2.00 -2.88 -5.25
C -1.37 -3.57 -4.30
C -0.68 -2.92 -3.29
N -0.63 -1.60 -3.20
H -2.00 3.31 -5.11
H -0.52 3.38 -2.97
H -2.45 -1.01 -5.95
H -1.43 -4.65 -4.38
H -0.15 -3.48 -2.52
*
```

These are the Mulliken partial charges, in e, on atoms 1 to 4: atom 1 (Cs): 1.698, atom 2 (C): -0.538, atom 3 (C): -0.627, atom 4 (C): 0.131

| no. | E (hartree) |
| --- | --- |
| 1 | -1570.169758 |
| 2 | -423.745986 |
| 3 | -682.430900 |
| 4 | -233.578378 |
| 5 | -433.010035 |
| 6 | -973.492339 |
| 7 | -1340.861556 |
| 8 | -4297.131868 |